1.
{"formula": "C33H32MgN6O2S4", "method": "ωB97M-V with the def2-TZVPD basis set", "symbols": ["S", "C", "C", "C", "H", "C", "C", "H", "H", "C", "H", "H", "H", "C", "C", "N", "H", "H", "Mg", "N", "C", "N", "C", "S", "C", "C", "O", "S", "C", "H", "C", "H", "H", "C", "C", "N", "H", "H", "C", "H", "O", "H", "H", "C", "H", "N", "H", "C", "C", "C", "H", "H", "C", "C", "H", "C", "C", "C", "H", "C", "S", "H", "C", "N", "H", "H", "H", "C", "C", "H", "H", "H", "H", "C", "H", "C", "H", "C"], "coordinates": [[1.19374, 1.30054, 0.96725], [-4.81178, -1.28470, -2.07358], [-1.15245, -5.01936, 0.07125], [-0.80963, 3.51984, 2.43484], [-0.91707, -1.66928, -0.41508], [-0.68037, 4.37912, 0.31378], [0.06308, 2.78112, -3.42033], [-1.26089, -5.76535, 0.85702], [1.24718, -3.76946, 3.15981], [-2.95730, 0.52427, -2.09380], [0.39288, 4.47038, 3.96764], [3.58796, 0.39401, -0.43070], [-0.97488, -2.36972, -2.77521], [5.44247, -0.52803, -1.01380], [-5.53805, -2.25505, -1.40758], [0.14462, -2.30034, 2.23259], [7.57382, -2.19038, 1.01578], [-1.84396, -2.69255, 2.05050], [-1.50699, 1.64117, 0.18366], [-1.19767, 3.48270, 1.13744], [-1.11188, -3.09995, -1.98435], [-1.17716, 2.89468, -2.86177], [2.51165, -1.98223, 3.00461], [1.45228, 3.23784, -2.55019], [-1.26505, -4.45234, -2.28834], [-4.06740, -0.27443, -1.37546], [-3.19686, 1.08182, -3.22863], [-1.59050, -0.22975, 2.10237], [-1.04251, -3.69966, 0.37047], [-4.80882, -1.19553, -3.15919], [-1.32405, -5.39491, -1.27876], [-0.89797, -4.05763, 2.49386], [-1.65867, 5.21991, -2.95695], [-5.52022, -2.26222, -0.01346], [1.46874, -2.94900, 2.45739], [0.04895, 2.18261, -4.57098], [3.46167, 1.24238, 2.05993], [2.37584, -1.67814, 4.06921], [-4.94769, -1.24127, 0.70530], [-1.25297, 2.74898, 3.03465], [-1.79649, 0.54671, -1.52924], [4.03349, -0.08156, 3.23566], [6.17971, -0.97729, 2.69888], [0.06009, 5.51008, 0.79424], [-1.37015, -4.74162, -3.36802], [-1.20328, 3.03601, -1.47400], [-5.09210, -1.13325, 1.77076], [1.22864, -0.18675, 1.80147], [-1.26338, 5.48345, -1.95571], [-0.93578, -3.21796, 1.83115], [-2.02515, 6.11944, -1.51444], [-0.33709, 6.08193, -2.07945], [-1.08646, 4.27811, -1.10393], [6.72866, -1.60575, 0.71544], [1.85002, -3.44733, 1.52968], [4.52243, -0.04494, -0.04471], [5.94459, -0.98892, 1.68216], [-4.25331, -0.19583, 0.02584], [-0.79656, 1.92083, -5.07759], [-1.03623, -2.71121, -0.61478], [-3.87781, 1.33171, 0.84760], [7.15807, -1.88985, -1.37816], [3.66430, 0.15087, 2.22238], [2.43676, -0.68638, 2.12899], [1.28687, 6.18587, 2.44394], [0.94365, 1.85013, -4.96139], [-1.43140, -6.42662, -1.55736], [4.75891, -0.33696, 1.29673], [6.51927, -1.32778, -0.66911], [-6.05499, -3.04012, -1.99759], [3.53371, -2.45072, 2.97996], [0.32969, 6.29587, 0.10016], [-6.12894, -3.02682, 0.52614], [0.55823, 5.50518, 2.08620], [5.28212, -0.18750, -2.06087], [-0.01468, -0.94112, 2.02331], [-1.84440, 2.11841, -3.09604], [0.07689, 4.49156, 2.95050]], "mulliken_charge": [-0.30, -0.75, -0.52, -0.18, 0.07, 1.32, 0.28, 0.36, 0.38, 0.47, 0.46, 0.29, 0.45, -0.41, -0.58, 0.23, 0.37, 0.56, 1.32, -0.21, -0.56, -0.55, -0.65, -0.41, -0.43, 0.20, -0.88, -0.15, 1.06, 0.38, -0.61, 0.54, 0.40, -0.45, -0.58, -0.36, 0.54, 0.35, -0.64, 0.51, -0.99, 0.43, 0.50, -0.78, 0.32, 0.30, 0.45, 0.67, -1.82, -2.33, 0.45, 0.37, 0.31, -0.52, 0.33, -0.34, -0.44, 0.75, 0.23, 0.37, -0.57, 0.34, -1.54, 0.38, 0.51, 0.22, 0.39, 0.81, -0.56, 0.34, 0.39, 0.31, 0.31, -0.51, 0.35, -0.19, 0.30, -0.85], "orbital_gap_ev": 4.9, "relative_energy_kj_mol": 0.0, "largest_force_ev_per_a": 3.7, "lumo_energy_ev": -1.465, "homo_ev": -6.395, "e_tot_ev": -96563.59981}



2.
{"formula": "C33H32N3P2RuS", "method": "ωB97M-V with the def2-TZVPD basis set", "symbols": ["H", "C", "C", "C", "C", "N", "P", "C", "C", "P", "H", "C", "H", "H", "C", "H", "H", "N", "H", "C", "H", "H", "C", "Ru", "H", "H", "C", "H", "H", "H", "C", "H", "C", "H", "C", "H", "C", "C", "H", "C", "C", "H", "C", "C", "N", "C", "H", "H", "H", "H", "H", "C", "C", "H", "H", "C", "H", "H", "C", "C", "C", "C", "H", "H", "C", "S", "H", "H", "C", "C", "C", "C"], "coordinates": [[-3.50889, 3.18520, -0.10138], [-1.84859, 6.10430, -0.40368], [-1.03849, 0.64160, 3.34652], [-0.30319, 4.26400, -0.57008], [1.79341, -1.45070, 2.11142], [-3.00559, -4.19540, 1.12992], [2.05961, -1.17840, 0.28332], [-1.26019, 0.48690, 1.97422], [4.70641, -4.42430, -1.54918], [-1.18409, 1.58680, -0.47558], [-0.15869, -0.49210, -2.23968], [-2.42469, 0.21490, -4.70258], [-2.75239, -3.16700, 4.07362], [-2.03939, 7.16600, -0.36398], [2.50791, 1.25670, -0.94818], [-4.32799, -2.64280, 3.43602], [-3.42289, 2.44860, -2.35628], [-0.24279, -0.29070, 1.47222], [-2.98189, -4.89540, 0.40262], [-2.54759, -2.96280, 1.01912], [4.98471, 2.57620, 1.68572], [-4.59719, -4.75110, 2.38292], [-2.25109, 1.03510, 1.00802], [-0.13429, -0.55760, -0.43798], [-2.45669, -1.32690, 2.31262], [-2.94859, 0.27340, 0.62712], [3.73681, -2.22990, -1.61938], [5.30271, -5.19610, -2.01138], [-3.91409, 5.59040, -0.11628], [1.83901, 0.86550, -1.71928], [-3.14439, 1.23950, -4.10558], [0.70701, 3.89250, -0.67978], [4.29091, 2.20310, 0.94982], [-0.82439, -1.19920, -4.48688], [-2.90909, 5.22240, -0.25358], [-2.66479, -0.10670, -5.70468], [3.95911, 2.98650, -0.14508], [-3.54849, -4.45540, 2.45792], [2.93061, -3.85800, 1.26802], [-1.08899, 0.00080, -2.72698], [-2.86229, 1.64410, -2.80958], [2.83151, 3.11100, -1.96288], [3.17201, -2.45120, -0.35478], [4.13971, -4.64880, -0.29838], [-2.68959, -2.29680, 2.15972], [-1.37279, 3.38770, -0.42108], [-2.81039, 1.85670, 1.45472], [1.56541, -2.51560, 2.24982], [2.67541, -1.21800, 2.71762], [4.30401, -5.58640, 0.21102], [-2.99569, -5.25740, 2.95312], [-1.38729, -0.40760, -4.01338], [-3.36909, -3.09970, 3.17262], [-3.93209, 1.73390, -4.65128], [4.39701, 3.96510, -0.25978], [3.74631, 0.93930, 1.10442], [0.26871, 6.31760, -0.68878], [3.57041, -1.29010, -2.12958], [4.50411, -3.21750, -2.20558], [3.36521, -3.66860, 0.29732], [-2.67849, 3.86210, -0.24638], [0.14201, -0.05340, 3.65922], [0.59251, -0.14310, 4.62782], [4.94061, -3.04730, -3.17868], [3.07051, 2.51130, -1.09858], [-1.95149, -2.31150, -0.45088], [4.04171, 0.33590, 1.94952], [-1.64469, 1.19170, 4.04002], [0.61511, -0.62180, 2.47052], [-0.55369, 5.62790, -0.57088], [-1.83079, 1.02990, -2.10448], [2.84721, 0.46040, 0.15382]], "mulliken_charge": [0.48, -0.57, -0.79, -0.19, -1.26, -0.16, 1.13, -1.18, -0.50, 2.23, 0.99, -0.65, 0.34, 0.44, -0.17, 0.35, 0.49, 1.44, 0.20, 0.53, 0.47, 0.33, -0.45, -0.92, -0.01, 0.36, -0.61, 0.44, 0.45, 0.53, -0.75, 0.26, -0.79, 0.53, -0.97, 0.45, -0.57, -0.52, 0.35, -0.57, -0.55, 0.54, 1.12, -0.85, 0.16, 0.92, 0.59, 0.55, 0.60, 0.45, 0.32, -1.08, -0.56, 0.46, 0.48, -0.55, 0.46, 0.37, -0.81, -0.21, -0.82, -1.33, 0.60, 0.45, -1.01, -0.06, 0.36, 0.64, -0.13, -0.72, 0.65, 0.84], "orbital_gap_ev": [4.4, 4.4], "largest_force_ev_per_a": 2.8, "total_charge": 3, "lumo_energy_ev": [-11.679, -11.650], "homo_ev": [-16.032, -16.057], "e_tot_ev": -71178.12812}



3.
{"formula": "C33H33AsAuNO2SSe2", "method": "ωB97M-V with the def2-TZVPD basis set", "symbols": ["H", "H", "H", "C", "H", "H", "H", "C", "C", "C", "C", "H", "H", "C", "C", "C", "C", "C", "C", "H", "O", "C", "C", "H", "H", "C", "C", "C", "C", "S", "H", "Au", "H", "H", "H", "Se", "N", "H", "H", "H", "H", "H", "As", "C", "H", "H", "C", "C", "C", "O", "C", "C", "C", "H", "C", "C", "H", "H", "C", "H", "C", "H", "H", "Se", "C", "C", "H", "C", "H", "H", "H", "C", "H", "C"], "coordinates": [[2.76697, 2.85163, 4.28653], [1.66296, 5.58222, -1.37817], [1.57597, -4.94002, 0.48383], [-1.96325, 2.82238, -2.02020], [-4.25984, -1.96354, -2.47925], [-1.93260, -3.31024, 0.39251], [5.00462, 2.81620, 3.23575], [1.14903, -2.84372, 0.63431], [-0.02903, 4.32775, -1.69075], [-2.35870, -2.52996, -0.24960], [1.09944, -3.24792, 3.37886], [-2.58777, 3.59115, 1.80158], [-2.46772, 3.77420, -1.86980], [-1.20583, 2.00137, 1.41175], [1.71504, 2.27581, -2.20295], [3.60728, 3.81235, -1.87571], [4.37091, 1.61091, 1.57808], [3.30922, 0.94864, 0.97958], [-3.56777, -4.28669, -1.58276], [-3.13100, -5.05166, -0.92406], [-3.59305, -2.07290, 0.29879], [2.04961, 0.95702, 1.57145], [0.88209, -1.98023, 2.86286], [0.70678, -1.14844, 3.53633], [1.16830, -2.68620, -0.44050], [-2.38435, 2.53316, 1.91245], [2.22032, 3.56016, -1.89478], [-0.92219, 0.64421, 1.54924], [-3.02515, 0.36160, 2.70306], [2.16887, -0.38755, -2.90359], [3.95128, 4.80577, -1.61893], [-0.12583, -0.15800, -2.49529], [-2.28735, 2.39507, -2.96837], [4.69800, 0.75216, -2.76032], [-2.96665, -2.31163, -3.63007], [-2.57975, -0.18748, -2.32748], [0.34705, 2.01839, -2.21660], [0.88391, 1.67182, 3.23177], [-1.62406, -1.22083, 2.35251], [-0.69417, -4.10879, -1.42913], [-0.49625, 2.65610, 0.91389], [5.54986, 2.98936, -2.18173], [0.65595, -0.03930, 0.63308], [1.29787, 4.59181, -1.62071], [-3.72994, -0.28355, 3.21356], [1.08526, -3.40439, 4.45004], [-2.60530, -3.08496, -1.64825], [2.64869, 1.24789, -2.52195], [-0.48650, 3.01951, -1.99025], [-4.88194, -3.96421, -1.18580], [4.17790, 2.29697, 2.76823], [-3.30383, 1.71178, 2.55010], [4.48255, 2.81149, -2.18871], [-3.65045, -4.72456, -2.58133], [-1.83788, -0.16750, 2.21032], [-3.17938, -2.02750, -2.59926], [-4.81843, -3.35874, -0.43463], [-0.76756, 5.09561, -1.51187], [1.86159, 1.64667, 2.76422], [5.34773, 1.59396, 1.11109], [0.89580, -1.77300, 1.48667], [1.51632, -5.30414, 2.92933], [-3.47911, -1.17710, 0.63301], [-0.07327, -2.45489, -3.23370], [1.34476, -4.31543, 2.52367], [3.99791, 1.54148, -2.51605], [-4.22832, 2.12334, 2.93294], [-1.28305, -3.62432, -2.20882], [-2.27613, 2.14874, -1.22102], [-1.64730, -1.70257, -0.30216], [-1.50739, -4.37088, -2.97403], [1.37513, -4.11261, 1.15281], [3.46117, 0.42063, 0.04610], [2.92200, 2.31616, 3.35825]], "mulliken_charge": [0.42, 0.42, 0.44, -1.59, 0.59, 0.71, 0.40, -0.49, -0.66, 0.01, -0.70, 0.43, 0.42, -0.72, -0.08, -0.90, -0.62, -0.61, -1.12, 0.37, -0.65, 0.34, -0.09, 0.40, 0.37, -0.83, 1.44, 0.88, -0.20, -0.61, 0.38, 0.69, 0.43, 0.41, 0.40, -0.25, -0.26, 0.34, 0.25, 0.25, 0.75, 0.43, 1.67, -0.99, 0.47, 0.41, 1.72, 0.52, 1.10, -0.59, -0.53, -0.66, -0.74, 0.46, -1.43, -1.78, 0.38, 0.35, -0.20, 0.41, -0.02, 0.40, 0.26, -0.14, -0.57, -0.54, 0.39, -1.38, 0.12, -0.43, 0.57, -0.57, 0.46, -0.70], "orbital_gap_ev": 6.9, "relative_energy_kj_mol": 0.0, "largest_force_ev_per_a": 0.4, "lumo_energy_ev": -0.762, "homo_ev": -7.623, "e_tot_ev": -246401.53111}